Record 1
Formula: C3HCdLiO4
Source: the Open Molecules 2025 dataset
Level of theory: ωB97M-V/def2-TZVPD

The value obtained for the LUMO energy (spin up / spin down) is -15.04 / -15.75 eV. The calculation puts the orbital gap (spin up / spin down) at 8.09 / 7.77 eV. Its largest force on an atom is 6.83 eV/A.

ORCA input file:
```
! wB97M-V def2-TZVPD RIJCOSX def2/J DEFGRID3
* xyz 3 2
O 1.9277 0.6849 -0.0383
C 1.6053 -0.5634 -0.3740
O 0.2924 -0.8440 -0.0997
O 2.4589 -1.3350 -0.0066
Cd 0.4531 2.1372 0.2262
C -0.5546 0.1710 0.0670
C -1.8831 -0.1346 0.1214
O -3.0214 -0.2125 0.1146
Li -5.2082 -0.7163 -0.0251
H 2.8707 0.3689 0.4660
*
```


Record 2
Formula: C3HCl2F
Source: the Open Molecules 2025 dataset
Level of theory: ωB97M-V/def2-TZVPD

The value obtained for the LUMO energy is 0.78 eV. The calculation puts the orbital gap at 11.82 eV. Its largest force on an atom is 4.72 eV/A. As for the SMILES: C#CC(F)(Cl)Cl.

ORCA input file:
```
! wB97M-V def2-TZVPD RIJCOSX def2/J DEFGRID3
* xyz 0 1
C 1.2209 -0.3252 1.2157
C 0.3755 -0.0710 0.4559
C -0.6275 0.0376 -0.6398
F -1.2233 -1.1078 -0.9091
Cl -1.7930 1.2844 -0.0751
Cl 0.1763 0.6305 -2.0845
H 1.8711 -0.4486 2.0368
*
```


Record 3
Formula: C3HCl2NO
Source: the Open Molecules 2025 dataset
Level of theory: ωB97M-V/def2-TZVPD

The value obtained for the LUMO energy is -1.16 eV. The calculation puts the orbital gap at 10.29 eV. Its largest force on an atom is 3.69 eV/A. As for the SMILES: N#CC(=O)C(Cl)Cl.

ORCA input file:
```
! wB97M-V def2-TZVPD RIJCOSX def2/J DEFGRID3
* xyz 0 1
N 2.7204 -1.1658 0.0099
C 1.5911 -1.3316 0.0543
C 0.1543 -1.5044 -0.0536
O -0.2529 -2.6347 -0.1441
C -0.8597 -0.3227 -0.0167
Cl -1.7753 -0.4708 -1.4591
Cl -1.7250 -0.3905 1.5238
H -0.3433 0.7238 0.1702
*
```


Record 4
Formula: C3HCl2NO
Source: the Open Molecules 2025 dataset
Level of theory: ωB97M-V/def2-TZVPD

The value obtained for the LUMO energy is -0.86 eV. The calculation puts the orbital gap at 10.71 eV. Its largest force on an atom is 3.31 eV/A. As for the SMILES: N#CC(=O)C(Cl)Cl.

ORCA input file:
```
! wB97M-V def2-TZVPD RIJCOSX def2/J DEFGRID3
* xyz 0 1
N 0.5435 -1.5872 2.0186
C 0.6204 -1.0644 0.9960
C 0.5346 -0.4489 -0.5522
O 0.8801 -0.9575 -1.5736
C -0.5070 0.7140 -0.3699
Cl -1.7711 0.0992 0.6240
Cl 0.5074 2.1392 0.2607
H -0.8079 1.1056 -1.4037
*
```


Record 5
Formula: C3HCl3N2
Source: the Open Molecules 2025 dataset
Level of theory: ωB97M-V/def2-TZVPD

The value obtained for the LUMO energy (spin up / spin down) is -0.96 / -0.96 eV. The calculation puts the orbital gap (spin up / spin down) at 7.83 / 7.83 eV. Its largest force on an atom is 5.00 eV/A.

ORCA input file:
```
! wB97M-V def2-TZVPD RIJCOSX def2/J DEFGRID3
* xyz 0 1
C 0.5962 2.2588 0.7286
C 0.5206 1.0168 0.1376
C 0.0621 0.0307 2.1684
N 0.3260 3.2517 1.3299
N 0.5696 0.3561 -0.8597
Cl -1.1558 0.7260 3.1405
Cl -0.2533 -1.5994 1.6201
Cl 1.6093 0.1902 2.9647
H 0.6768 -0.7121 -1.0321
*
```


Record 6
Formula: C3HCl3O
Source: the Open Molecules 2025 dataset
Level of theory: ωB97M-V/def2-TZVPD

The value obtained for the LUMO energy is -0.57 eV. The calculation puts the orbital gap at 8.00 eV. Its largest force on an atom is 5.07 eV/A.

ORCA input file:
```
! wB97M-V def2-TZVPD RIJCOSX def2/J DEFGRID3
* xyz 0 1
C 0.7978 -1.5254 0.8778
C -2.4350 -1.0668 -0.1436
C -0.1596 -0.5113 0.2257
O -1.4300 -0.4383 0.5354
Cl 2.3845 -0.9413 0.9916
Cl -3.8384 -0.5307 0.5618
Cl 0.3469 -1.9084 -0.9549
H 0.3768 0.3489 -0.0630
*
```


E_tot: -589.79024, -1135.07810, -1165.24558, -1165.23098, -1604.86453, -1570.49143 (hartree)